Formula: C4H5BrO2S
Source: OMol25
Level of theory: wB97M-V/def2-TZVPD

Summary:
relative energy (zero: lowest compared OMol25 entry of this formula, charge and spin): 0.786 eV
SMILES string: O[C@H]1SC=C(Br)[C@@H]1O
gap between HOMO and LUMO: 0.33004 hartree
E_LUMO: 0.0224 Eh
total charge: 0

```
13
Properties=species:S:1:pos:R:3:nbo_charge:R:1
O 1.73100 0.30069 0.56320 -0.699
C 0.34596 0.22637 0.63814 -0.021
S -0.33940 1.96412 0.61319 0.217
C -1.39477 1.64167 -0.75931 -0.338
C -1.05457 0.50117 -1.44201 -0.181
Br -1.94242 -0.08141 -2.96790 0.091
C -0.35598 -0.53628 -0.70427 0.026
O -1.34976 -1.43550 -0.30450 -0.721
H 1.91559 0.78167 -0.28778 0.473
H 0.06418 -0.31531 1.63753 0.215
H -2.08011 2.46592 -1.21399 0.261
H 0.50817 -1.05004 -1.29995 0.189
H -1.05919 -2.27696 0.10689 0.488
```



Formula: C11H6AlF4O5
Source: OMol25
Level of theory: wB97M-V/def2-TZVPD

Summary:
gap between HOMO and LUMO: 0.31732 hartree
E_LUMO: 0.0444 Eh
total charge: -1

```
27
Properties=species:S:1:pos:R:3:nbo_charge:R:1
O -1.15966 3.54618 1.56016 -0.484
C -1.68462 3.25753 0.54717 0.762
C -2.70048 2.18171 0.29264 -0.310
C -2.43407 1.77643 -0.94064 0.236
O -3.07049 0.78583 -1.62829 -0.493
C -2.72207 -0.52369 -1.28582 0.785
O -3.48269 -1.38325 -1.58512 -0.520
C -1.46377 -0.78881 -0.54614 -0.143
C -1.58227 -1.32408 0.73554 -0.217
C -0.44449 -1.61520 1.47095 -0.211
C 0.81829 -1.39089 0.93317 -0.180
C 0.93841 -0.85026 -0.34067 -0.186
C -0.20274 -0.56411 -1.08158 -0.228
C -1.30709 2.61967 -1.49577 0.736
O -0.52962 2.40325 -2.34372 -0.469
O -1.37088 3.77416 -0.71222 -0.515
H -3.46139 1.82362 0.95858 0.248
H -2.55929 -1.49946 1.16177 0.211
H -0.53094 -2.01012 2.47086 0.213
H 1.69196 -1.64216 1.51431 0.267
H 1.92430 -0.65848 -0.73902 0.261
H -0.07805 -0.14891 -2.07024 0.229
F 4.44545 -0.66862 -0.67743 -0.789
Al 5.09404 -1.55350 0.62391 2.157
F 6.18414 -2.71424 0.04841 -0.784
F 3.80873 -2.32926 1.43380 -0.791
F 5.87930 -0.50335 1.69539 -0.784
```



Formula: C5H8BrN
Source: OMol25
Level of theory: wB97M-V/def2-TZVPD

Summary:
relative energy (zero: lowest compared OMol25 entry of this formula, charge and spin): 4.545 eV
gap between HOMO and LUMO (spin up / spin down): 0.35259 / 0.24626 hartree
E_LUMO (spin up / spin down): 0.0183 / -0.0274 Eh
total charge: 0

```
15
Properties=species:S:1:pos:R:3:nbo_charge:R:1
C -0.46210 1.05003 1.17477 0.144
C 0.38616 1.99314 1.13949 -0.525
C -1.13021 -0.14272 0.75634 -0.520
C -0.23222 -1.24310 0.13162 -0.380
C 0.23095 -0.94859 -1.31872 -0.306
N 1.59168 -0.54462 -1.34494 -0.402
Br 1.93400 1.18780 -1.62379 0.270
H 0.46945 2.81306 1.83355 0.216
H 1.14974 2.04489 0.31555 0.190
H -1.58254 -0.60969 1.63906 0.238
H -1.93980 0.11775 0.06625 0.232
H 0.65926 -1.37725 0.74593 0.226
H -0.79835 -2.17824 0.14996 0.210
H 0.19606 -1.90556 -1.86035 0.222
H -0.47208 -0.25691 -1.80470 0.186
```